No. 1
DFT (wB97M-V/def2-TZVPD) results for a cluster of 3 separate species, C33H58F13N9O6P2S in total at a distorted geometry.

```
122
Properties=species:S:1:pos:R:3:mulliken_charge:R:1
C -0.119 0.336 6.600 -0.883
C -0.554 -0.774 5.426 0.539
O -0.952 -1.968 5.898 -0.557
N -0.542 -0.405 3.927 0.222
C 0.477 -1.409 3.349 -0.224
C -1.944 -0.702 3.447 -1.283
N -2.779 0.068 4.492 -0.473
C -2.662 1.571 4.172 0.134
O -2.329 2.597 4.958 -0.557
C -3.015 1.539 2.538 -0.728
C -2.622 2.844 1.627 0.497
C -3.434 4.157 2.227 -0.690
O -2.579 5.102 2.968 -0.185
C -3.435 6.325 3.093 0.167
O -3.446 7.307 2.159 -0.484
C -2.502 0.033 2.065 2.343
C -1.581 -0.118 0.719 -0.931
C -0.153 0.685 0.751 -0.078
C 0.124 1.385 -0.720 0.473
F 0.029 0.248 -1.712 -0.354
F -0.985 2.322 -1.140 -0.327
C 1.623 2.010 -0.912 0.438
F 2.695 0.982 -1.140 -0.264
F 1.574 2.792 -2.205 -0.313
C 2.054 3.119 0.264 0.454
F 2.829 4.162 -0.510 -0.291
F 0.787 3.706 0.742 -0.098
C 3.065 2.535 1.392 0.699
F 2.803 1.100 1.788 -0.208
F 4.436 2.495 0.755 -0.176
S 3.240 3.489 2.975 1.129
F 2.901 5.012 2.285 -0.292
F 4.924 3.708 2.623 -0.319
F 3.668 1.990 3.770 -0.346
F 1.635 3.209 3.498 -0.235
F 3.524 4.292 4.466 -0.294
C -3.946 -0.644 1.603 -0.375
C -4.521 -1.953 2.379 -0.547
C -5.940 -2.410 1.728 -0.531
C -6.559 -1.582 0.503 -0.168
N -6.098 -0.357 -0.207 -0.462
C -4.800 0.017 0.418 -0.241
H 0.231 -0.199 7.604 0.362
H 0.635 1.142 6.210 0.154
H -1.145 0.874 6.887 0.202
H 1.022 -2.034 4.194 0.401
H 1.332 -0.720 2.880 -0.167
H 0.000 -2.148 2.576 0.186
H -1.969 -1.884 3.497 0.622
H -3.818 -0.099 4.442 0.469
H -4.203 1.648 2.596 0.561
H -1.477 3.057 1.748 -0.253
H -2.956 2.700 0.506 0.256
H -3.992 4.694 1.333 0.401
H -4.294 3.824 2.982 0.312
H -4.175 6.496 4.015 0.328
H -1.311 -1.278 0.631 0.298
H -2.110 0.160 -0.287 0.372
H -0.018 1.426 1.647 0.017
H 0.708 -0.133 0.876 0.401
H -4.041 -2.531 3.275 0.274
H -6.509 -3.350 2.158 0.290
H -7.585 -2.017 0.067 0.271
H -4.311 0.997 -0.063 0.088
C -6.962 -5.765 -5.081 -0.793
N -7.516 -4.946 -4.008 0.125
C -8.803 -5.527 -3.611 -1.094
P -7.447 -3.234 -3.873 0.902
O -7.468 -3.288 -2.326 -0.779
N -5.796 -2.745 -3.870 0.220
C -4.718 -3.712 -3.700 -1.104
C -5.521 -1.585 -3.011 -1.420
N -7.422 -3.172 -5.652 0.037
C -6.504 -2.283 -6.376 -0.916
C -8.780 -2.865 -6.135 -1.128
H -7.600 -5.764 -5.973 0.294
H -6.856 -6.803 -4.753 0.337
H -5.966 -5.452 -5.392 0.177
H -9.539 -5.451 -4.417 0.330
H -9.222 -5.023 -2.735 0.273
H -8.694 -6.583 -3.340 0.362
H -4.904 -4.399 -2.869 0.292
H -3.753 -3.220 -3.524 0.389
H -4.565 -4.279 -4.618 0.262
H -5.412 -1.867 -1.958 0.424
H -6.325 -0.847 -3.088 0.339
H -4.600 -1.080 -3.330 0.480
H -6.585 -1.246 -6.031 0.307
H -6.712 -2.297 -7.454 0.375
H -5.466 -2.615 -6.290 0.262
H -9.065 -1.838 -5.884 0.355
H -9.517 -3.533 -5.682 0.302
H -8.858 -3.004 -7.219 0.375
C 9.338 -0.589 -2.048 -0.782
N 9.471 -0.693 -0.599 0.059
C 8.733 -1.882 -0.159 -1.069
P 9.463 0.598 0.536 1.004
O 10.378 -0.172 1.520 -0.817
N 10.738 1.687 0.145 0.156
C 11.780 1.324 -0.810 -1.039
C 11.375 2.303 1.317 -1.181
N 8.412 1.484 -0.596 0.192
C 8.634 2.903 -0.899 -0.979
C 7.015 1.359 -0.141 -1.388
H 8.296 -0.449 -2.358 0.271
H 9.707 -1.499 -2.531 0.337
H 9.919 0.227 -2.477 0.182
H 7.658 -1.766 -0.324 0.330
H 8.882 -2.080 0.907 0.306
H 9.071 -2.778 -0.692 0.339
H 12.187 0.327 -0.620 0.288
H 12.612 2.039 -0.795 0.390
H 11.399 1.378 -1.829 0.235
H 12.117 1.643 1.780 0.345
H 10.627 2.563 2.072 0.357
H 11.875 3.239 1.035 0.365
H 8.690 3.510 0.013 0.333
H 7.825 3.303 -1.522 0.360
H 9.541 3.053 -1.492 0.294
H 6.853 1.914 0.789 0.423
H 6.756 0.314 0.047 0.218
H 6.316 1.722 -0.902 0.459
```

- SMILES: CC(=O)N(C)[C@H]1NC(=O)[C@@H](CCOC=O)[C@]1(CCC(F)(F)C(F)(F)C(F)(F)C(F)(F)S(F)(F)(F)(F)F)c1cccnc1.CN(C)P(=O)(N(C)C)N(C)C.CN(C)P(=O)(N(C)C)N(C)C
- LUMO level: -2.9 eV
- Charge: 0
- Total energy: -4614.58414 Ha



No. 2
DFT (wB97M-V/def2-TZVPD) results for a structure of composition C23H27Cl3N3OV at a distorted geometry.

```
58
Properties=species:S:1:pos:R:3:mulliken_charge:R:1
V -0.440 0.347 0.133 0.849
Cl 3.042 5.757 -3.228 -0.145
C 2.393 4.349 -2.497 0.246
C 1.081 4.364 -2.048 -0.835
C 0.585 3.216 -1.480 0.979
Cl -1.025 3.136 -0.806 -0.140
C 1.354 2.069 -1.367 -0.642
O 0.743 0.962 -0.793 0.031
C 2.667 2.084 -1.780 0.293
Cl 3.631 0.671 -1.567 -0.158
C 3.190 3.226 -2.353 -0.569
H 0.478 5.258 -2.141 0.499
H 4.220 3.243 -2.684 0.475
C -1.705 -2.851 -2.375 -1.702
C -0.789 -1.656 -2.079 2.215
C 0.633 -1.941 -2.576 -1.987
C -0.790 -1.299 -0.600 -1.131
C -1.412 -0.388 -2.712 0.166
C -0.846 0.287 -3.788 -0.103
C -1.489 1.391 -4.337 -0.767
C -2.692 1.853 -3.811 -0.481
C -3.250 1.213 -2.717 -0.981
C -2.614 0.101 -2.167 -0.167
H -1.255 -3.784 -2.022 0.464
H -1.856 -2.931 -3.453 0.395
H -2.687 -2.738 -1.910 0.400
H 1.013 -2.843 -2.092 0.468
H 1.318 -1.125 -2.369 0.289
H 0.619 -2.130 -3.651 0.497
H -1.401 -1.968 0.021 0.640
H 0.088 -0.055 -4.221 0.405
H -1.049 1.889 -5.196 0.461
H -3.199 2.697 -4.267 0.462
H -4.194 1.556 -2.305 0.452
H -3.121 -0.452 -1.382 0.419
C 1.700 -2.993 4.160 -0.727
C 1.162 -3.378 2.799 -0.600
N 0.812 -2.143 2.080 0.041
C 0.364 -1.048 2.676 0.230
N 0.010 0.029 1.879 -0.096
C -0.167 1.339 2.557 -0.479
C -1.008 1.142 3.802 -0.886
C -0.265 0.193 4.714 -0.710
N 0.265 -0.985 3.990 0.133
C 0.683 -2.115 4.855 -0.646
H 2.641 -2.452 4.042 0.318
H 1.892 -3.879 4.762 0.372
H 0.282 -4.011 2.894 0.308
H 1.904 -3.912 2.213 0.395
H 0.967 -2.073 1.094 0.009
H -0.669 2.041 1.873 0.383
H 0.799 1.770 2.804 0.374
H -1.977 0.726 3.527 0.310
H -1.177 2.086 4.312 0.401
H -0.921 -0.176 5.498 0.437
H 0.571 0.700 5.191 0.386
H -0.206 -2.683 5.134 0.322
H 1.101 -1.686 5.763 0.431
```

- Energy above the lowest of the compared OMol25 structures with the same formula, charge and spin: 20.50 kcal per mole
- LUMO level (alpha / beta): -7.2 / -7.7 eV
- Charge: +2
- Total energy: -3456.13608 Ha



No. 3
DFT (wB97M-V/def2-TZVPD) results for the molecule C4H4OS at a distorted geometry.

```
10
Properties=species:S:1:pos:R:3:mulliken_charge:R:1
C -0.629 0.495 0.080 -0.029
C 0.785 0.177 0.205 -0.226
C -1.444 -0.555 -0.366 -0.498
C 1.139 -1.069 -0.085 -0.378
O -0.672 -2.717 -1.802 -0.543
S -0.581 -2.140 -0.436 0.377
H -0.852 1.552 0.310 0.314
H 1.214 0.895 0.885 0.289
H -2.506 -0.647 -0.652 0.327
H 2.007 -1.629 0.243 0.366
```

- Energy above the lowest of the compared OMol25 structures with the same formula, charge and spin: 67.07 kcal per mole
- LUMO level: -0.4 eV
- Charge: 0
- Total energy: -628.12812 Ha



No. 4
DFT (wB97M-V/def2-TZVPD) results for the molecule C22H29N3O3.

```
57
Properties=species:S:1:pos:R:3:mulliken_charge:R:1
C -3.557 -3.144 -1.554 -0.901
O -4.399 -2.044 -1.314 -0.452
C -3.868 -0.943 -0.719 0.495
C -2.529 -0.796 -0.383 -0.557
C -2.076 0.376 0.204 -0.845
C -0.629 0.482 0.592 -0.545
C -0.392 -0.226 1.931 -0.305
C 1.098 -0.370 2.267 -1.188
N 1.848 -1.089 1.271 0.173
C 1.485 -2.301 0.725 0.284
N 0.609 -3.127 1.388 -0.402
N 1.988 -2.581 -0.416 -0.821
C 2.780 -1.446 -0.839 -0.536
C 2.737 -0.428 0.329 0.038
C 4.117 -0.190 0.970 -0.938
C 5.038 0.517 0.020 0.493
C 6.059 -0.163 -0.630 -0.371
C 6.883 0.491 -1.529 -0.630
C 6.696 1.836 -1.792 -0.387
C 5.683 2.525 -1.147 -0.732
C 4.861 1.870 -0.249 -0.204
C -2.964 1.404 0.468 -0.776
C -4.312 1.274 0.151 0.924
O -5.251 2.240 0.393 -0.447
C -4.852 3.416 1.051 -0.935
C -4.774 0.095 -0.448 0.915
O -6.103 -0.121 -0.735 -0.541
C -6.675 0.742 -1.695 -0.720
H -4.193 -3.907 -2.000 0.233
H -2.751 -2.892 -2.252 0.358
H -3.123 -3.530 -0.626 0.355
H -1.818 -1.583 -0.582 0.449
H -0.023 -0.004 -0.174 0.082
H -0.326 1.528 0.666 0.479
H -0.883 0.328 2.733 0.404
H -0.842 -1.218 1.880 0.426
H 1.554 0.618 2.366 0.479
H 1.196 -0.878 3.237 0.324
H 0.692 -3.119 2.394 0.224
H 0.597 -4.055 0.991 0.300
H 3.800 -1.775 -1.051 0.379
H 2.366 -1.035 -1.765 0.241
H 2.325 0.537 0.008 0.346
H 4.535 -1.154 1.263 0.424
H 3.980 0.413 1.872 0.356
H 6.217 -1.212 -0.425 0.386
H 7.674 -0.052 -2.026 0.373
H 7.338 2.348 -2.494 0.375
H 5.534 3.577 -1.344 0.375
H 4.076 2.415 0.257 0.385
H -2.595 2.307 0.929 0.425
H -4.434 3.203 2.040 0.346
H -5.758 4.009 1.165 0.252
H -4.123 3.982 0.461 0.353
H -6.143 0.673 -2.651 0.269
H -6.676 1.781 -1.356 0.238
H -7.700 0.399 -1.826 0.276
```

- Energy above the lowest of the compared OMol25 structures with the same formula, charge and spin: 59.85 kcal per mole
- SMILES: COc1cc(CCCN2C(N)=NC[C@@H]2Cc2ccccc2)cc(OC)c1OC
- LUMO level: 0.7 eV
- Charge: 0
- Total energy: -1245.67809 Ha



No. 5
DFT (wB97M-V/def2-TZVPD) results for a cluster of 2 separate species, CHCl3O2S in total at a distorted geometry.

```
8
Properties=species:S:1:pos:R:3:mulliken_charge:R:1
C 0.023 1.064 0.994 -0.071
O -0.220 -2.108 -0.154 -0.462
O 1.111 -0.673 -1.597 -0.460
S -0.048 -0.811 -0.763 0.873
Cl 0.000 -0.139 2.276 -0.017
Cl 1.489 1.557 0.384 0.015
Cl -1.685 -0.710 -2.133 -0.238
H -0.671 1.820 0.994 0.360
```

- Energy above the lowest of the compared OMol25 structures with the same formula, charge and spin: 43.33 kcal per mole
- LUMO level (alpha / beta): -2.7 / -2.7 eV
- Charge: 0
- Total energy: -1967.84204 Ha



- Which of these has the highest charge?
  C23H27Cl3N3OV